Run a
Here is an isolated molecule of C5H8N4 from the Open Molecules 2025 dataset. Energies are from ωB97M-V/def2-TZVPD.

HOMO-LUMO gap	0.3406	hartree
LUMO level	0.0241	Ha
structure (SMILES)	N[C@H]1[C@@H]2N=CN=CN[C@H]12

Each line ends with the Löwdin charge.
Geometry (Å):
N  2.66668  -0.10605  -0.16110  0.03
C  1.25897  -0.09078  -0.41422  -0.30
C  0.40585  -0.82959  0.58979  -0.26
N  -0.57541  -1.74732  0.16972  0.07
C  -1.78539  -1.42165  -0.12719  -0.24
N  -2.52649  -0.25201  -0.14495  0.06
C  -2.04512  0.93354  -0.09564  -0.23
N  -0.79916  1.41139  0.08765  0.07
C  0.37405  0.67052  0.52488  -0.19
H  3.08135  0.68857  -0.67742  0.09
H  3.08564  -0.95377  -0.57405  0.09
H  0.88768  -0.11623  -1.44122  0.15
H  1.01811  -1.20124  1.42900  0.15
H  -2.40777  -2.29133  -0.36153  0.10
H  -2.74203  1.74180  -0.29424  0.12
H  -0.71736  2.44703  0.09141  0.15
H  0.82041  1.11711  1.39911  0.14

Run b
Here is an isolated molecule of C5H8N4 from the Open Molecules 2025 dataset. Energies are from ωB97M-V/def2-TZVPD.

HOMO-LUMO gap	0.3469	hartree
LUMO level	0.0261	Ha
structure (SMILES)	N[C@H]1[C@@H]2N=CN=CN[C@H]12

Each line ends with the Löwdin charge.
Geometry (Å):
N  -1.93493  1.72321  -0.52860  0.03
C  -1.05430  0.58453  -0.54738  -0.28
C  0.40504  0.88207  -0.40239  -0.27
N  1.31749  0.30088  -1.31588  0.09
C  1.86283  -0.83359  -1.01560  -0.23
N  1.87655  -1.64711  0.10144  0.06
C  1.01229  -1.72642  1.04338  -0.21
N  -0.11351  -0.98590  1.29800  0.06
C  -0.34454  0.33786  0.76498  -0.20
H  -2.82676  1.23774  -0.45198  0.07
H  -1.93007  2.33400  -1.35975  0.09
H  -1.42852  -0.25721  -1.12911  0.15
H  0.64890  1.90735  -0.22333  0.14
H  2.59060  -1.15692  -1.73734  0.09
H  1.11316  -2.53085  1.76843  0.12
H  -0.59649  -1.24720  2.16610  0.14
H  -0.59773  1.07756  1.56902  0.16

Run c
Here is an isolated molecule of C5H8N4 from the Open Molecules 2025 dataset. Energies are from ωB97M-V/def2-TZVPD.

HOMO-LUMO gap	0.3867	hartree
LUMO level	0.0361	Ha
structure (SMILES)	C/N=C(\C)c1nc[nH]n1

Each line ends with the Löwdin charge.
Geometry (Å):
C  1.98900  1.76586  0.31339  -0.11
N  1.25947  0.70884  -0.40419  0.07
C  0.28914  0.27120  0.24131  -0.34
C  -0.22326  0.80996  1.58283  -0.01
C  -0.48330  -0.78317  -0.39736  -0.39
N  -0.02583  -1.98261  -0.75819  0.14
C  -0.97772  -2.51495  -1.49381  -0.13
N  -2.01366  -1.65274  -1.51729  0.05
N  -1.67186  -0.53294  -0.81315  0.12
H  2.84807  2.06502  -0.13360  0.03
H  1.35434  2.69890  0.48070  0.11
H  2.30359  1.32559  1.22124  0.06
H  -0.27978  1.90487  1.42104  0.09
H  -1.10906  0.34803  1.75333  0.03
H  0.52358  0.67739  2.34134  0.08
H  -0.89567  -3.40026  -1.92264  0.08
H  -2.88703  -1.70900  -1.91495  0.12

Run d
Here is an isolated molecule of C5H8N4 from the Open Molecules 2025 dataset. Energies are from ωB97M-V/def2-TZVPD.

HOMO-LUMO gap	0.3148	hartree
LUMO level	0.0177	Ha
structure (SMILES)	[H]/N=C(\N)C1=NC=CCN1

Each line ends with the Löwdin charge.
Geometry (Å):
H  -3.29836  1.12154  -0.22241  0.04
N  -2.28929  1.21711  -0.19106  0.11
C  -1.78109  0.02786  -0.02325  -0.44
N  -2.45853  -1.14198  0.07993  0.13
C  -0.33640  -0.06874  -0.09379  -0.31
N  0.22883  -1.24650  -0.04502  0.08
C  1.58629  -1.32349  -0.19339  -0.18
C  2.36207  -0.25318  -0.05395  -0.08
C  1.70241  1.09733  0.21357  -0.19
N  0.32288  1.12594  -0.23868  0.05
H  -3.45221  -1.27139  0.23257  0.11
H  -1.85353  -1.93414  0.29941  0.09
H  2.06173  -2.30713  -0.42708  0.11
H  3.43360  -0.29657  -0.21183  0.09
H  1.70239  1.32287  1.26906  0.10
H  2.31015  1.94436  -0.29651  0.14
H  -0.24094  1.98611  -0.09756  0.14

Result of the stability comparison: run d is the most stable of them.

Run a
Here is a structure of composition C5H8N4 from the Open Molecules 2025 dataset. Energies are from ωB97M-V/def2-TZVPD.

HOMO-LUMO gap	0.2623	hartree
LUMO level	-0.0233	Ha

Each line ends with the Löwdin charge.
Geometry (Å):
C  -2.26476  -0.60084  -0.72652  -0.08
C  -2.18599  -0.22522  0.88557  -0.09
C  -1.19819  0.41943  -0.11451  -0.25
C  0.25073  -0.05978  0.11241  -0.42
C  2.89249  -0.47549  -0.17768  -0.26
H  -1.97432  -1.47925  -1.21622  0.07
H  -2.95841  -0.00510  -1.15695  0.03
H  -3.28463  0.39444  1.28005  0.18
H  -1.67326  -1.06846  1.37317  0.08
H  -1.22008  1.62178  -0.74894  0.19
H  3.86119  -0.91812  -0.67226  0.15
H  2.74037  1.00015  1.12118  0.17
H  0.70907  2.38679  -0.45627  0.28
N  0.69416  -1.29520  0.24457  0.06
N  2.06904  -1.40045  0.10337  -0.01
N  2.45707  0.77450  0.07613  -0.06
N  1.08554  0.93080  0.07290  -0.03

Run b
Here is an isolated molecule of C5H8N4 from the Open Molecules 2025 dataset. Energies are from ωB97M-V/def2-TZVPD.

HOMO-LUMO gap (spin up / spin down)	0.3007 / 0.2649	hartree
LUMO level (spin up / spin down)	0.0260 / -0.0154	Ha

Each line ends with the Löwdin charge.
Geometry (Å):
C  -1.60869  -1.30880  -0.02744  -0.14
C  -0.52689  -0.63221  0.51573  -0.20
C  -0.71153  0.71404  0.24995  -0.37
C  0.90724  -0.92848  0.89949  -0.21
C  0.17764  1.71052  0.47663  0.07
N  -2.52616  -0.46167  -0.44474  0.01
N  -1.96596  0.78552  -0.35851  0.02
N  1.83000  -0.13361  0.15440  -0.14
N  1.79296  -0.27708  -1.12807  -0.02
H  -1.86208  -2.44173  -0.09463  0.14
H  1.00368  -0.71050  2.01998  0.13
H  1.22768  -1.94838  0.82533  0.10
H  0.25832  2.56210  -0.27983  0.10
H  1.00354  1.62595  1.16982  0.06
H  -2.56407  1.55978  -0.74098  0.17
H  0.86647  0.02206  -1.59546  0.14
H  2.69784  -0.13751  -1.64169  0.12

Result of the stability comparison: run b is the most stable of them.

Run a
Here is a cluster of 2 separate species, H3N3O2S in total from the Open Molecules 2025 dataset. Energies are from ωB97M-V/def2-TZVPD.

HOMO-LUMO gap (spin up / spin down)	0.2354 / 0.2353	hartree
LUMO level (spin up / spin down)	-0.0950 / -0.0950	Ha

Each line ends with the Löwdin charge.
Geometry (Å):
N  0.60526  1.03009  0.35819  0.06
N  0.48265  -0.16616  0.91626  0.06
N  1.24217  -1.15562  0.04202  -0.52
O  1.71618  -0.61873  -0.92203  0.03
O  1.30804  -2.29414  0.45034  0.05
S  -1.42442  -1.43199  -0.51631  0.36
H  0.05924  1.75150  0.81236  0.13
H  0.70145  1.02500  -0.64850  0.10
H  -2.64835  -1.50676  0.12623  -0.27

Run b
Here is a cluster of 2 separate species, H3N3O2S in total from the Open Molecules 2025 dataset. Energies are from ωB97M-V/def2-TZVPD.

HOMO-LUMO gap (spin up / spin down)	0.2834 / 0.2735	hartree
LUMO level (spin up / spin down)	-0.0748 / -0.0690	Ha

Each line ends with the Löwdin charge.
Geometry (Å):
N  0.54094  -0.94300  -0.91187  0.07
N  -0.44699  -0.50426  -0.18742  -0.07
N  -0.58937  0.81074  -0.27153  -0.54
O  0.10521  1.40865  -1.04854  0.04
O  -1.41239  1.35258  0.40511  0.06
S  0.41353  -0.60737  2.33861  0.32
H  0.84778  -0.27279  -1.64557  0.13
H  0.53207  -2.03179  -1.09315  0.19
H  0.00922  0.78725  2.41436  -0.19

Result of the stability comparison: run b is the most stable of them.

Run a
Here is a cluster of 2 separate species, C6H10IN in total from the Open Molecules 2025 dataset. Energies are from ωB97M-V/def2-TZVPD.

HOMO-LUMO gap (spin up / spin down)	0.2880 / 0.2879	hartree
LUMO level (spin up / spin down)	-0.0649 / -0.0650	Ha

Each line ends with the Löwdin charge.
Geometry (Å):
C  -0.81986  2.58376  0.41214  -0.23
C  -0.30216  -0.67971  1.79806  -0.11
C  1.18657  0.43047  0.26934  -0.09
C  -1.05371  0.34106  -2.01406  -0.15
C  -0.05195  -0.42482  0.33834  -0.48
C  -1.22740  0.16310  -0.51048  -0.60
N  -0.97094  3.66482  0.75758  -0.06
I  -3.24831  -0.29323  -0.06294  0.96
H  -1.02644  -1.45592  1.85138  0.04
H  0.54596  -1.01465  2.43582  0.10
H  -0.66116  0.15633  2.37989  0.09
H  1.76535  0.41715  -0.67796  0.10
H  1.84969  0.34324  1.10190  0.08
H  0.73563  1.41916  0.24988  -0.01
H  -0.40369  -0.55977  -2.33695  0.14
H  -2.00195  0.49688  -2.44101  0.02
H  -0.45088  1.20876  -2.15683  0.07
H  0.07248  -1.34690  -0.21059  0.14

Run b
Here is a cluster of 2 separate species, C6H10IN in total from the Open Molecules 2025 dataset. Energies are from ωB97M-V/def2-TZVPD.

HOMO-LUMO gap	0.3007	hartree
LUMO level	-0.0085	Ha
structure (SMILES)	CC(I)=C=N.C=CC

Each line ends with the Löwdin charge.
Geometry (Å):
C  -1.61808  2.82327  0.04734  -0.14
C  -0.30225  2.14735  -0.35376  -0.72
I  1.63757  2.69714  0.46267  0.75
C  -0.33911  1.18595  -1.22792  -0.31
N  -0.15913  0.37373  -2.14112  0.17
H  -2.20025  3.29224  -0.74766  0.08
H  -2.18553  2.18577  0.72121  0.07
H  -1.42296  3.68542  0.59753  0.03
H  -0.06182  -0.61983  -2.10883  0.05
C  -0.60673  -1.57614  0.82742  -0.03
C  0.61227  -1.97955  0.95885  -0.28
C  1.76654  -2.29227  0.04460  -0.12
H  -1.25604  -1.40141  1.67645  0.06
H  -0.98103  -1.26832  -0.11713  0.03
H  0.87342  -2.30596  1.99637  0.10
H  1.47022  -3.10982  -0.66232  0.08
H  2.03823  -1.30535  -0.57968  0.10
H  2.73469  -2.53220  0.60597  0.08

Result of the stability comparison: run b is the most stable of them.

Run a
Here is a cluster of 2 separate species, C2H7O2 in total from the Open Molecules 2025 dataset. Energies are from ωB97M-V/def2-TZVPD.

HOMO-LUMO gap	0.3843	hartree
charge	+1
LUMO level	-0.2262	Ha

Each line ends with the Löwdin charge.
Geometry (Å):
O  -0.75602  1.57676  -0.73742  -0.01
H  -0.92339  2.19565  -0.02693  0.07
H  1.79364  -1.40188  -0.47030  0.12
H  -0.33880  2.12812  -1.38483  0.06
C  1.20442  -0.65470  0.08330  0.03
C  -0.28193  -0.86879  -0.00951  -0.05
O  -0.93561  -1.02303  1.06413  0.16
H  1.40568  -0.73608  1.12922  0.09
H  1.55882  0.41946  -0.05218  0.14
H  -0.86871  -1.11966  -0.81604  0.13
H  -1.85810  -0.51584  1.22056  0.27

Run b
Here is a cluster of 2 separate species, C2H7O2 in total from the Open Molecules 2025 dataset. Energies are from ωB97M-V/def2-TZVPD.

HOMO-LUMO gap	0.4136	hartree
charge	+1
LUMO level	-0.2014	Ha

Each line ends with the Löwdin charge.
Geometry (Å):
O  0.98599  -0.90105  1.35697  -0.04
H  1.70177  -0.29044  1.59893  0.08
H  -0.59313  1.12221  -1.82715  0.15
H  1.52447  -1.71588  1.36787  0.09
C  0.10292  0.45745  -1.23867  0.02
C  -0.64094  0.29446  -0.01465  -0.11
O  -1.80109  -0.20899  -0.03848  0.24
H  0.33232  -0.53028  -1.63508  0.13
H  1.02344  1.02215  -1.14261  0.11
H  -0.23938  0.73720  0.87911  0.14
H  -2.39638  0.01317  0.69375  0.19

Run c
Here is a cluster of 2 separate species, C2H7O2 in total from the Open Molecules 2025 dataset. Energies are from ωB97M-V/def2-TZVPD.

HOMO-LUMO gap	0.3792	hartree
charge	+1
LUMO level	-0.2134	Ha

Each line ends with the Löwdin charge.
Geometry (Å):
O  -0.50681  -2.07737  0.41925  -0.04
H  -0.34564  -3.00218  0.64065  0.07
H  0.17144  2.09187  -0.96817  0.12
H  -1.45723  -2.00779  0.58311  0.06
C  -0.24585  1.10550  -0.79189  0.03
C  0.28938  0.55329  0.46012  -0.05
O  1.51139  0.61763  0.75006  0.24
H  -1.30662  1.19802  -0.73452  0.10
H  0.08603  0.48965  -1.63607  0.14
H  -0.31148  -0.01979  1.16028  0.14
H  2.11539  1.05116  0.11717  0.19

Result of the stability comparison: run c is the most stable of them.

Run a
Here is a structure of composition C6H8O2 from the Open Molecules 2025 dataset. Energies are from ωB97M-V/def2-TZVPD.

HOMO-LUMO gap	0.2864	hartree
LUMO level	0.0173	Ha

Each line ends with the Löwdin charge.
Geometry (Å):
C  0.21960  1.76297  -0.62066  -0.06
C  -1.18361  -0.16476  0.41294  -0.27
C  -0.50238  -1.33676  0.27940  -0.31
C  0.11516  0.66068  0.42253  -0.24
C  1.97312  -1.06326  -0.28202  0.07
O  -2.41546  0.14812  0.56017  0.13
O  -0.79163  -2.57508  0.24465  0.14
C  0.75284  -0.66091  0.07871  -0.24
H  -2.49423  1.11758  0.60495  0.14
H  -1.74843  -2.65108  0.41327  0.14
H  0.38111  1.06048  1.41161  0.15
H  1.20367  2.24212  -0.56829  0.08
H  -0.53265  2.53817  -0.43984  0.07
H  0.08148  1.38668  -1.64000  0.09
H  2.78368  -0.35286  -0.38802  0.05
H  2.15774  -2.11210  -0.48940  0.06

Run b
Here is an isolated molecule of C6H8O2 from the Open Molecules 2025 dataset. Energies are from ωB97M-V/def2-TZVPD.

HOMO-LUMO gap	0.3397	hartree
LUMO level	0.0015	Ha
structure (SMILES)	O=C[C@@H]1[C@H]2CCO[C@@H]12

Each line ends with the Löwdin charge.
Geometry (Å):
O  2.79357  -1.16791  -0.04171  -0.08
C  2.29022  0.08623  -0.23776  0.02
C  0.71306  -0.05903  -0.05198  -0.20
C  -0.31424  0.63981  -0.90261  -0.10
C  -1.70378  -0.16187  -1.16737  -0.03
C  -2.11002  -0.36670  0.50982  -0.13
O  -1.12653  0.33095  1.25596  -0.11
C  -0.05230  0.78394  0.57679  -0.43
H  2.79985  0.98464  -0.61495  0.12
H  0.20859  -0.85799  0.60780  0.21
H  0.07209  1.34301  -1.58498  0.11
H  -1.80660  -1.28587  -1.56125  0.13
H  -2.58880  0.43720  -1.58528  0.10
H  -2.95025  0.21362  0.93781  0.12
H  -2.22368  -1.42471  0.75255  0.10
H  0.21488  1.75148  0.97306  0.17

Run c
Here is a structure of composition C6H8O2 from the Open Molecules 2025 dataset. Energies are from ωB97M-V/def2-TZVPD.

HOMO-LUMO gap	0.3348	hartree
LUMO level	0.0101	Ha

Each line ends with the Löwdin charge.
Geometry (Å):
C  2.08583  0.40747  -0.10894  -0.05
C  0.60273  0.16755  -0.51418  -0.27
C  -0.35614  0.73707  0.03959  -0.33
C  -1.10677  2.00694  0.50425  -0.10
C  -0.69603  -0.49519  -0.80946  -0.04
C  -0.38974  -1.88440  0.00198  -0.31
H  2.36132  -0.28132  0.82318  0.10
H  1.94903  1.42469  0.48461  0.09
H  2.80891  0.18199  -1.14518  0.14
H  -0.05014  2.24912  1.49374  0.17
H  -2.43299  1.42721  0.80899  0.18
H  -1.36272  3.03977  -0.43592  0.16
H  -0.93750  -0.59747  -1.83741  0.10
H  -1.58474  -3.73978  -0.01680  0.16
O  -1.21284  -2.89726  -0.41227  0.05
O  0.32180  -1.74640  1.12380  -0.03

Result of the stability comparison: run a is the most stable of them.